[1]
The following is a quantum chemistry calculation of one molecule with the formula C23H25N5O3S2 at a distorted geometry, from OMol25.

XYZ file:
```
58
Properties=species:S:1:pos:R:3:lowdin_charge:R:1
H -2.540 0.349 -3.909 0.11
N -2.898 -1.448 1.772 -0.03
C 4.846 2.587 1.995 -0.07
H 3.613 2.412 -2.887 0.08
N 2.990 2.057 0.429 -0.27
C -3.431 -4.783 0.848 -0.32
S 2.063 0.895 1.158 0.67
H 5.240 3.384 2.620 0.08
C 3.588 3.067 1.276 -0.25
O 2.358 -0.401 0.609 -0.29
H 4.594 1.736 2.621 0.07
H 3.383 3.713 -1.720 0.07
H 3.331 0.715 -1.069 0.10
H -1.658 -0.670 3.242 0.10
C -3.976 -2.219 1.428 -0.66
C 0.630 -0.064 -2.814 -0.08
H 2.833 3.336 2.017 0.11
H 0.787 3.258 -0.066 0.11
C -0.435 0.461 -3.531 -0.08
H 2.052 2.606 -2.078 0.06
C -1.900 0.567 0.637 -0.13
C 0.030 2.511 0.114 -0.05
H 1.624 0.329 -2.960 0.09
N -4.593 -1.718 0.395 0.05
C -2.071 -1.629 2.934 -0.02
H -2.910 -1.494 -2.324 0.11
C -2.256 1.774 0.034 0.00
C 3.129 2.681 -1.951 -0.07
H -2.686 -2.041 3.736 0.08
C -1.082 -2.667 -0.769 -0.19
C -2.220 -4.084 0.387 -0.43
H -3.191 -5.731 1.322 0.09
H 3.806 3.944 0.659 0.12
C -0.850 -1.620 -1.741 -0.16
H 1.257 -1.479 -1.342 0.10
H 4.696 1.798 -0.757 0.12
C -0.302 -3.198 0.229 -0.06
H -3.290 1.931 -0.230 0.12
C 0.381 1.302 0.676 -0.24
H 5.614 2.290 1.285 0.07
H -0.271 1.270 -4.227 0.10
H -1.261 -2.332 2.728 0.08
C -0.562 0.333 0.943 -0.02
C -1.299 2.737 -0.220 -0.05
S -4.270 -3.778 2.167 0.96
H 0.717 -2.993 0.483 0.12
C -1.707 -0.058 -3.356 -0.07
H -0.219 -0.604 1.351 0.10
C -1.918 -1.098 -2.472 -0.02
H -4.143 -4.904 0.033 0.09
O -2.305 -3.251 -0.665 0.10
N -3.938 -0.620 0.029 0.08
O 2.129 1.053 2.583 -0.27
C 0.430 -1.094 -1.917 -0.03
H -1.586 3.671 -0.679 0.11
C -2.911 -0.454 0.834 -0.26
C 3.605 1.746 -0.841 -0.25
N -1.047 -4.083 0.948 0.14
```

## Properties
- E_tot (eV) = -59519.920
- ΔE to the lowest compared entry with this formula, charge and spin (eV) = 1.657
- molecular weight (g/mol) = 483.62
- SMILES = CCN(CC)S(=O)(=O)c1cccc(-c2nnc(SCc3ncc(-c4ccccc4)o3)n2C)c1
- LUMO (hartree) = 0.0121
- HOMO-LUMO gap (Ha) = 0.3142
- spin multiplicity = 1



[2]
The following is a quantum chemistry calculation of a 7-piece molecular cluster, C34H79N5O10 overall at a distorted geometry, from OMol25.

XYZ file:
```
128
Properties=species:S:1:pos:R:3:lowdin_charge:R:1
H 4.487 -1.341 -0.141 0.07
C 5.682 -3.934 0.689 -0.12
H -3.070 1.827 7.416 0.09
C -2.417 1.406 5.402 -0.52
H 2.610 1.485 -4.885 0.11
C -2.772 -2.317 -6.327 -0.25
H -2.413 -1.721 -7.167 0.12
H 4.317 -1.474 3.961 0.08
H 2.940 -4.759 0.384 0.10
C -1.979 3.178 3.565 -0.17
H -1.201 0.438 1.312 0.07
H -1.631 -0.785 2.491 0.09
H -1.432 2.860 -2.754 0.06
H -0.402 2.711 2.180 0.12
H -2.862 1.507 -2.425 0.05
H 3.112 -4.460 4.645 0.07
C 6.703 -3.856 1.820 -0.18
H 3.674 -3.897 -0.915 0.09
H -0.188 -2.474 -1.354 0.04
H -0.029 -5.022 -2.347 0.13
C 5.179 -2.138 4.021 -0.03
H 0.592 -3.793 -4.384 0.12
H -4.682 5.318 -4.215 0.12
H 2.144 -3.712 2.980 0.10
H -0.686 -0.565 5.988 0.10
H 4.425 -3.849 5.638 0.07
N -1.283 0.723 4.753 -0.10
C -2.321 2.884 5.034 -0.14
H 1.124 0.774 0.169 0.11
N -4.059 2.891 -2.947 -0.10
H -5.595 1.307 -1.434 0.08
C -3.255 3.329 -5.168 -0.04
C 4.491 -1.708 0.882 -0.02
H 4.639 -5.334 4.746 0.07
H -1.118 -1.838 -3.635 0.05
H 1.142 -3.869 -1.418 0.09
H -3.253 3.410 5.256 0.12
C 3.260 -3.760 0.095 -0.04
C -4.107 5.702 -2.272 -0.18
H -3.101 5.915 -4.189 0.13
H 0.761 -0.606 3.483 0.08
H 0.866 -0.320 -2.700 0.10
N 4.408 0.273 -2.522 0.15
C -3.174 3.779 -3.717 -0.51
C 0.435 -4.045 -2.229 -0.19
O -0.752 0.607 -1.810 -0.06
C -4.551 3.264 -1.619 -0.51
H 5.190 0.415 -1.911 0.10
H 5.373 -1.372 1.436 0.07
H -1.105 -0.126 -1.291 0.08
H -4.626 6.657 -2.388 0.11
H 1.346 0.921 4.118 0.09
C -3.736 5.189 -3.672 -0.15
H -1.519 3.382 5.592 0.12
C -0.750 0.983 3.441 -0.53
H -3.912 0.947 3.881 0.06
H 4.142 -0.688 -2.664 0.08
N 3.947 -3.641 2.373 -0.10
H 5.513 -2.187 5.056 0.08
H -3.066 2.103 -0.529 0.07
C 4.190 -4.342 4.696 -0.01
H 3.715 -1.211 1.473 0.08
C 1.246 0.016 -0.612 -0.19
O -1.145 -1.809 -4.600 -0.07
C -3.468 3.122 -0.517 -0.02
H -2.923 2.289 -5.300 0.07
O 2.713 -3.003 2.667 -0.04
H -2.527 3.883 -5.768 0.08
O -4.170 -2.476 -6.511 -0.07
C 0.694 0.477 3.362 -0.03
C 6.140 -4.303 3.164 -0.15
H 7.056 -2.827 1.946 0.10
H -4.243 3.311 -5.624 0.09
H -3.912 3.236 0.472 0.08
C 4.364 -3.226 1.010 -0.50
H 5.493 -4.956 0.361 0.12
H -1.996 4.248 3.368 0.11
O -1.140 -0.629 5.142 -0.01
H -4.598 1.352 5.425 0.09
C -2.472 -1.604 -5.018 -0.26
H 1.154 1.292 -2.312 0.12
H 0.651 -1.254 0.757 0.09
O 0.571 -1.186 -0.201 -0.09
C -5.736 2.373 -1.260 -0.04
H -5.261 5.028 -0.607 0.12
H -3.213 -1.970 -4.280 0.12
H -3.228 5.902 -1.652 0.10
H 1.111 0.777 2.397 0.07
H -6.620 2.607 -1.860 0.08
H -2.776 -0.546 -5.013 0.11
H 1.821 -4.724 -3.674 0.12
H -1.026 4.090 -4.024 0.09
H -3.802 -0.255 5.039 0.09
O -3.648 1.549 -2.997 -0.02
H -2.164 0.282 7.269 0.08
H 2.766 -0.143 -4.495 0.08
H 5.929 -5.376 3.101 0.12
C 4.854 -3.561 3.516 -0.50
C -1.715 3.798 -3.231 -0.01
H -2.785 2.730 2.967 0.09
H 6.866 -4.192 3.972 0.13
H -2.572 0.684 2.361 0.06
H -6.003 2.541 -0.214 0.08
H -2.655 3.821 -0.690 0.07
H 7.605 -4.427 1.591 0.11
O 2.159 -2.744 -3.361 -0.07
C -2.252 1.310 6.915 -0.03
H 6.167 -3.359 -0.107 0.12
O -0.575 -3.041 -2.034 -0.08
H -6.015 4.715 -2.160 0.12
C -5.057 4.704 -1.632 -0.15
H -2.251 -3.279 -6.335 0.12
C -1.555 0.294 2.337 -0.02
H 2.456 -3.039 -0.033 0.05
C 1.227 -3.809 -3.493 -0.25
H -1.574 4.578 -2.475 0.07
H 2.325 -0.151 -0.684 0.10
C 4.029 1.230 -3.443 -0.68
C 0.636 0.415 -1.915 -0.25
C -0.664 2.492 3.216 -0.13
N 3.072 0.795 -4.320 0.16
H 2.330 -2.387 -4.235 0.07
H 5.998 -1.679 3.462 0.07
H 0.073 2.891 3.920 0.12
H -4.520 -2.908 -5.726 0.08
O 4.476 2.355 -3.450 0.04
C -3.759 0.833 4.961 -0.02
H -1.326 1.806 7.221 0.09
```

## Properties
- E_tot (eV) = -64460.906
- ΔE to the lowest compared entry with this formula, charge and spin (eV) = 0.099
- molecular weight (g/mol) = 718.03
- SMILES = CC1(C)CCCC(C)(C)N1O.CC1(C)CCCC(C)(C)N1O.CC1(C)CCCC(C)(C)N1O.NC(N)=O.OCCO.OCCO.OCCO
- LUMO (hartree) = 0.0129
- HOMO-LUMO gap (Ha) = 0.3131
- spin multiplicity = 1



[3]
The following is a quantum chemistry calculation of C40H16Cl5N11Sr as an isolated structure at a distorted geometry, from OMol25.

XYZ file:
```
73
Properties=species:S:1:pos:R:3:lowdin_charge:R:1
C -2.872 3.432 3.398 -0.03
C 4.693 -1.813 4.592 -0.11
H 6.263 -2.922 3.617 0.09
C 3.083 -0.773 0.856 -0.29
H 3.385 -1.798 -6.627 0.09
C -0.682 1.462 -2.553 -0.34
C 4.955 -2.023 2.184 -0.02
N 0.239 0.863 -3.327 0.18
Cl -5.200 -2.111 -2.598 0.62
C 2.298 -0.775 -5.090 -0.03
C 4.196 -1.936 -3.329 -0.03
C -2.595 -1.225 0.374 -0.25
C -1.536 2.127 1.557 -0.30
Sr -0.055 -0.421 0.072 1.32
C 2.245 -0.547 -3.722 -0.11
C 1.970 -0.012 2.619 -0.28
H -1.741 1.993 -5.231 0.11
H -5.252 3.890 -3.612 0.09
C -1.886 3.190 5.609 -0.11
C -0.870 2.388 5.113 -0.03
N 1.090 0.639 3.385 0.19
C 3.123 -0.758 3.154 -0.11
H 4.880 -2.423 -2.648 0.10
C 3.552 -1.037 4.446 -0.03
Cl -7.028 -2.264 -0.060 0.61
C 3.120 -4.712 -1.304 -0.44
C -2.879 3.706 4.758 -0.11
C -1.862 2.148 -0.796 -0.29
Cl -2.773 -1.000 3.081 0.62
H 5.008 -2.832 -5.091 0.09
N -0.430 1.355 1.648 0.01
H 3.005 -0.665 5.303 0.10
C -1.877 2.133 -3.089 -0.12
H 5.052 -2.058 5.585 0.09
H -4.424 3.503 -1.293 0.11
N -2.228 2.449 0.453 0.20
H 1.558 -0.344 -5.752 0.10
C 4.252 -2.165 -4.696 -0.09
C -2.326 2.339 -4.388 -0.03
C -2.623 2.553 -1.989 -0.11
C -5.342 -1.873 0.106 -0.71
N 3.468 -1.055 -0.397 0.20
C -4.298 3.403 -3.448 -0.10
H -3.930 3.147 -5.556 0.09
H -1.920 3.419 6.668 0.09
C 3.818 -1.238 2.046 -0.11
N 1.669 0.038 -1.573 0.02
C 1.504 -3.562 -0.129 -0.39
C 2.796 -0.708 -1.496 -0.29
N -0.737 1.501 -1.208 0.01
C -0.874 2.111 3.752 -0.13
H -3.665 4.324 5.176 0.09
N 3.780 -5.029 -2.210 0.06
C -1.856 2.623 2.903 -0.12
H -3.633 3.820 2.733 0.11
N 2.429 -4.474 -0.208 0.04
C 3.319 -1.585 -5.567 -0.10
N 0.688 -2.754 0.086 0.00
C 3.186 -1.110 -2.861 -0.10
C -3.845 3.193 -2.155 -0.03
H -0.098 1.976 5.753 0.10
C -3.443 -1.314 1.451 -0.68
C 5.385 -2.304 3.472 -0.10
C -4.527 -1.806 -1.021 -0.71
C 1.293 0.185 -2.861 -0.29
Cl -2.143 -1.438 -2.308 0.63
Cl -5.817 -1.727 2.772 0.61
C -3.544 2.980 -4.557 -0.10
C -3.184 -1.491 -0.835 -0.66
H 5.463 -2.411 1.309 0.11
C 0.020 1.306 2.917 -0.31
N 2.004 -0.071 1.264 0.01
C -4.795 -1.630 1.367 -0.71
```

## Properties
- E_tot (eV) = -121585.418
- ΔE to the lowest compared entry with this formula, charge and spin (eV) = 0.570
- molecular weight (g/mol) = 915.53
- LUMO (spin up / spin down) (hartree) = 0.1217 / 0.1227
- charge = -2
- HOMO-LUMO gap (spin up / spin down) (Ha) = 0.1811 / 0.1832
- spin multiplicity = 1



[4]
The following is a quantum chemistry calculation of C19H16NO3PPdS as an isolated structure, from OMol25.

XYZ file:
```
42
Properties=species:S:1:pos:R:3:lowdin_charge:R:1
C 1.411 -0.525 -1.807 -0.36
H 1.830 -0.609 1.268 0.11
Pd -1.223 0.078 0.377 0.78
N -2.082 2.507 1.673 -0.19
H -3.276 5.183 3.255 0.12
H 0.066 0.601 -3.073 0.09
C 1.665 -2.218 2.673 -0.05
C -1.141 -2.133 -1.886 -0.19
C 3.441 0.606 -3.304 -0.05
H 4.235 1.048 -3.890 0.12
C 0.559 -2.196 0.534 -0.36
C -1.582 4.443 0.423 -0.07
C 1.099 -3.457 2.941 -0.04
C -0.015 -3.439 0.810 -0.05
H -0.797 -3.104 -2.236 0.12
C -2.409 -2.245 -1.014 -0.68
H -2.245 6.290 1.245 0.12
H -0.180 -5.028 2.228 0.12
H 1.310 -3.951 3.880 0.12
H 1.881 1.597 -4.401 0.12
H 2.313 -1.746 3.399 0.12
O -3.108 -3.217 -1.044 0.12
C 1.395 -1.580 1.475 -0.11
C -2.775 4.609 2.491 -0.02
C 2.736 -0.846 -1.524 -0.07
C 3.749 -0.273 -2.277 -0.05
H 4.780 -0.520 -2.064 0.12
O -2.026 1.192 1.890 -0.23
H 2.975 -1.547 -0.735 0.11
C 2.117 0.917 -3.594 -0.05
C -2.200 5.218 1.370 -0.03
H -3.107 2.679 3.438 0.15
C 0.262 -4.064 2.014 -0.04
P 0.059 -1.244 -0.899 0.97
S -0.739 2.056 -0.610 0.77
H -0.674 -3.924 0.100 0.11
O -2.659 -1.178 -0.270 -0.16
C 1.098 0.354 -2.848 -0.13
C -2.702 3.253 2.619 0.01
H -1.131 4.873 -0.460 0.12
H -1.386 -1.511 -2.751 0.11
C -1.524 3.051 0.582 -0.60
```

## Properties
- E_tot (eV) = -51191.701
- ΔE to the lowest compared entry with this formula, charge and spin (eV) = 0.403
- molecular weight (g/mol) = 475.80
- ⟨S²⟩ = 0.762
- LUMO (spin up / spin down) (hartree) = -0.1704 / -0.2007
- charge = +1
- HOMO-LUMO gap (spin up / spin down) (Ha) = 0.2700 / 0.2415
- spin multiplicity = 2